# C23H40AlBe2Br2Cl6FO10

A molecular structure, C23H40AlBe2Br2Cl6FO10 in a non-equilibrium geometry (ωB97M-V/def2-TZVPD, the OMol25 dataset).

HOMO energy, hartree: -0.2522
Frontier orbital gap, eV: 0.9
Multiplicity: 1
Electronic energy, eV: -270284.967
E_LUMO, eV: -5.97
Maximum force, eV/A: 4.99

Positions of all 85 atoms, in Å:
O: -2.676 -4.309 0.065
C: -2.409 -4.212 -1.165
Cl: -2.081 -5.787 -1.998
C: -2.435 -2.794 -1.824
Al: -3.923 -1.676 -0.872
C: -5.542 -2.901 -0.643
C: -6.793 -2.490 -1.518
C: -7.257 -3.581 -2.589
Cl: -7.456 -5.259 -1.915
H: -2.747 -2.913 -2.905
H: -1.417 -2.310 -1.736
H: -3.329 -1.307 0.573
H: -4.217 -0.328 -1.640
H: -5.803 -2.886 0.469
H: -5.234 -3.985 -0.856
H: -6.643 -1.518 -2.089
H: -7.693 -2.336 -0.796
H: -6.532 -3.512 -3.459
H: -8.282 -3.270 -2.991
Be: -8.746 -1.253 -1.242
C: 2.275 -3.187 -1.250
C: 2.164 -2.170 -2.367
C: 3.043 -2.478 -3.544
O: 3.275 -1.183 -4.094
C: 3.191 -0.304 -3.059
O: 3.536 0.836 -3.105
O: 2.658 -0.898 -1.954
H: 1.674 -2.877 -0.392
H: 1.934 -4.170 -1.581
H: 3.304 -3.272 -0.894
H: 1.117 -2.045 -2.665
H: 2.555 -3.134 -4.272
H: 4.007 -2.912 -3.263
C: 5.851 2.965 -0.895
C: 4.652 3.725 -0.351
C: 4.164 3.127 0.960
O: 3.594 3.693 -1.303
H: 5.592 1.921 -1.097
H: 6.182 3.398 -1.843
H: 6.687 2.986 -0.190
H: 4.920 4.774 -0.200
H: 3.846 2.089 0.819
H: 3.295 3.676 1.333
H: 4.947 3.152 1.723
H: 3.350 2.768 -1.443
F: 4.312 2.264 6.536
C: 4.010 3.489 6.083
C: 3.052 4.241 6.743
C: 2.744 5.512 6.277
C: 3.389 6.011 5.147
C: 4.347 5.245 4.489
C: 4.664 3.978 4.962
H: 2.556 3.832 7.614
H: 2.003 6.112 6.789
H: 3.140 7.035 4.760
H: 4.845 5.634 3.608
H: 5.412 3.370 4.468
O: -5.511 3.359 -0.074
Cl: -5.861 2.061 0.451
O: -7.306 1.954 0.560
O: -5.264 1.884 1.754
O: -5.380 1.028 -0.447
Be: -3.363 -5.994 -0.105
Br: 1.609 3.625 3.330
C: -0.207 3.654 2.620
C: -0.224 4.099 1.179
Br: 0.012 6.027 1.032
H: -0.794 4.296 3.275
H: -0.565 2.628 2.709
H: -1.195 3.895 0.726
H: 0.558 3.637 0.577
Cl: 5.942 -5.070 -3.564
C: 5.105 -6.445 -4.324
C: 4.402 -6.051 -5.605
Cl: 3.011 -4.976 -5.308
H: 4.407 -6.861 -3.596
H: 5.864 -7.199 -4.537
H: 4.014 -6.940 -6.104
H: 5.078 -5.544 -6.294
Cl: 2.239 8.422 5.407
C: -8.303 -0.817 2.561
O: -7.273 -0.820 1.723
H: -8.359 -1.647 3.290
H: -8.392 0.065 3.229
H: -9.314 -0.845 2.116

Table of Mulliken atomic charges, one value per atom, all in e:
1. O -0.43
2. C 0.84
3. Cl -0.15
4. C -0.15
5. Al 0.11
6. C -0.19
7. C -0.68
8. C -0.47
9. Cl -0.18
10. H 0.37
11. H -0.12
12. H -0.30
13. H -0.19
14. H 0.36
15. H -0.08
16. H 0.47
17. H 0.29
18. H 0.33
19. H 0.30
20. Be 0.41
21. C -1.43
22. C 0.67
23. C 0.18
24. O -0.40
25. C 0.65
26. O -0.50
27. O -0.34
28. H 0.37
29. H 0.34
30. H 0.38
31. H 0.04
32. H -0.10
33. H 0.15
34. C -1.17
35. C 0.25
36. C -0.50
37. O -0.53
38. H 0.20
39. H 0.32
40. H 0.38
41. H 0.29
42. H 0.33
43. H -0.13
44. H 0.21
45. H 0.31
46. F -0.32
47. C 0.38
48. C -0.48
49. C -0.21
50. C 0.04
51. C -0.56
52. C -0.43
53. H 0.41
54. H 0.35
55. H 0.26
56. H 0.35
57. H 0.39
58. O -0.62
59. Cl 1.71
60. O -0.63
61. O -0.64
62. O -0.56
63. Be 0.32
64. Br -0.01
65. C -0.57
66. C -0.57
67. Br -0.12
68. H 0.37
69. H 0.34
70. H 0.39
71. H 0.25
72. Cl -0.17
73. C -0.47
74. C -0.44
75. Cl -0.21
76. H 0.30
77. H 0.34
78. H 0.32
79. H 0.32
80. Cl -0.32
81. C -0.65
82. O -0.21
83. H 0.32
84. H 0.27
85. H 0.24

=====

# C23H40N3O5P

3 unconnected molecules or ions with the total composition C23H40N3O5P in a non-equilibrium geometry (ωB97M-V/def2-TZVPD, the OMol25 dataset).

HOMO energy, hartree: -0.3301
Frontier orbital gap, eV: 8.1
Structure (SMILES): CC(=O)N(C)c1ccc(P(=N)(O)O)c2c1C(=O)NC2=O.CCCCCC.CCCCCC
Multiplicity: 1
Electronic energy, eV: -48498.007
E_LUMO, eV: -0.93
Maximum force, eV/A: 2.55

Positions of all 72 atoms, in Å:
C: 3.734 -4.155 6.163
C: 4.771 -4.804 5.243
O: 5.521 -5.638 5.692
N: 4.926 -4.438 3.850
C: 4.087 -5.242 2.932
C: 4.935 -3.038 3.617
C: 6.154 -2.377 3.756
C: 6.249 -1.019 3.571
C: 5.158 -0.225 3.226
P: 5.290 1.595 3.004
N: 4.461 2.281 4.119
O: 4.791 1.946 1.515
O: 6.838 2.025 3.114
C: 3.945 -0.868 3.079
C: 3.848 -2.245 3.297
C: 2.386 -2.652 3.118
O: 1.744 -3.585 3.520
N: 1.896 -1.575 2.360
C: 2.541 -0.373 2.698
O: 2.085 0.735 2.663
H: 2.823 -4.759 6.090
H: 4.112 -4.174 7.184
H: 3.561 -3.131 5.816
H: 3.812 -4.714 2.021
H: 3.197 -5.587 3.475
H: 4.647 -6.157 2.699
H: 7.033 -2.951 4.035
H: 7.222 -0.551 3.700
H: 4.032 1.575 4.706
H: 4.599 1.103 1.084
H: 7.211 1.679 3.932
H: 0.883 -1.477 2.338
C: -3.513 -1.035 -2.106
C: -2.708 -0.174 -1.138
C: -1.686 0.723 -1.836
C: -0.594 -0.020 -2.609
C: 0.232 -1.000 -1.779
C: 1.014 -0.330 -0.653
H: -2.877 -1.727 -2.660
H: -4.248 -1.630 -1.560
H: -4.050 -0.412 -2.823
H: -2.216 -0.813 -0.399
H: -3.400 0.463 -0.579
H: -1.225 1.378 -1.091
H: -2.212 1.385 -2.532
H: 0.077 0.720 -3.056
H: -1.044 -0.559 -3.448
H: 0.940 -1.506 -2.442
H: -0.408 -1.784 -1.363
H: 1.696 0.425 -1.052
H: 1.607 -1.068 -0.114
H: 0.352 0.153 0.068
C: -6.976 1.567 -3.376
C: -5.591 2.200 -3.284
C: -5.632 3.713 -3.070
C: -6.287 4.509 -4.201
C: -5.656 4.314 -5.579
C: -4.201 4.769 -5.647
H: -7.540 1.949 -4.229
H: -6.892 0.485 -3.497
H: -7.553 1.759 -2.469
H: -5.015 1.956 -4.182
H: -5.057 1.748 -2.444
H: -4.611 4.074 -2.913
H: -6.171 3.925 -2.142
H: -6.251 5.571 -3.940
H: -7.349 4.252 -4.260
H: -6.235 4.887 -6.309
H: -5.727 3.267 -5.887
H: -4.112 5.826 -5.388
H: -3.808 4.637 -6.657
H: -3.566 4.196 -4.970

Table of Mulliken atomic charges, one value per atom, all in e:
1. C -0.81
2. C 0.40
3. O -0.55
4. N 0.15
5. C -1.01
6. C -0.22
7. C -0.90
8. C -0.69
9. C 0.12
10. P 1.28
11. N -0.79
12. O -0.55
13. O -0.53
14. C 0.49
15. C 0.50
16. C -0.08
17. O -0.59
18. N 0.12
19. C 0.08
20. O -0.52
21. H 0.24
22. H 0.37
23. H 0.25
24. H 0.38
25. H 0.39
26. H 0.30
27. H 0.54
28. H 0.32
29. H 0.32
30. H 0.41
31. H 0.30
32. H 0.29
33. C -1.16
34. C -0.49
35. C -0.37
36. C -0.87
37. C -0.48
38. C -0.94
39. H 0.36
40. H 0.38
41. H 0.17
42. H 0.34
43. H 0.38
44. H 0.36
45. H 0.16
46. H 0.38
47. H 0.34
48. H 0.39
49. H 0.21
50. H 0.27
51. H 0.29
52. H 0.30
53. C -1.38
54. C 0.29
55. C -0.82
56. C -0.79
57. C -0.36
58. C -1.11
59. H 0.32
60. H 0.38
61. H 0.32
62. H 0.33
63. H -0.11
64. H 0.31
65. H 0.41
66. H 0.38
67. H 0.32
68. H 0.37
69. H 0.24
70. H 0.30
71. H 0.37
72. H 0.21